*i*
C4H10N2O2 | ωB97M-V/def2-TZVPD

Output
LUMO energy   -2.0 eV
Highest occupied orbital energy   -6.72 eV
Net charge   0

Geometry as XYZ:
```
18
C4H10N2O2 ωB97M-V/def2-TZVPD
O 2.525 0.252 0.080
C 1.440 0.758 0.045
O 1.271 1.869 -0.702
C 0.226 0.113 0.479
C -1.081 0.561 0.094
C -2.240 -0.309 0.505
N -2.175 -1.236 -0.586
N 0.342 -1.183 0.866
H 2.183 2.128 -0.910
H -0.668 -2.968 -1.980
H -1.140 1.626 0.380
H -1.068 0.686 -1.020
H -3.146 0.292 0.572
H -1.954 -0.750 1.469
H -1.239 -3.107 -2.423
H -3.097 -1.505 -0.914
H -0.249 -1.704 0.213
H 1.326 -1.388 0.666
```

Per-atom Mulliken charges, elementary charge units:
1. O -0.5896
2. C 0.6215
3. O -0.4290
4. C 0.1440
5. C -0.4321
6. C -0.6735
7. N -0.5936
8. N -0.5267
9. H 0.3424
10. H -0.1632
11. H 0.4402
12. H 0.3414
13. H 0.4111
14. H 0.2466
15. H 0.1393
16. H 0.1082
17. H 0.2690
18. H 0.3441

***

*ii*
C4H10N2O2 | ωB97M-V/def2-TZVPD

Output
SMILES   CN[C@H](CO)C(N)=O
LUMO energy   0.7 eV
Highest occupied orbital energy   -8.56 eV
Net charge   0

Geometry as XYZ:
```
18
C4H10N2O2 ωB97M-V/def2-TZVPD
C 2.389 0.045 -0.947
N 1.241 0.657 -0.348
C 0.108 -0.224 -0.013
C -0.809 -0.500 -1.222
O -1.167 -1.881 -1.357
C -0.528 0.608 1.107
N -0.841 0.032 2.322
O -0.806 1.746 0.790
H 2.568 -1.012 -0.740
H 3.320 0.621 -0.609
H 2.476 0.308 -2.020
H 0.907 1.526 -0.756
H 0.479 -1.235 0.383
H -1.797 -0.043 -0.967
H -0.341 -0.178 -2.200
H -0.382 -2.351 -1.051
H -0.634 -0.946 2.361
H -1.030 0.589 3.132
```

Per-atom Mulliken charges, elementary charge units:
1. C -0.9665
2. N -0.4149
3. C 0.2082
4. C -0.3358
5. O -0.5160
6. C 0.0044
7. N -0.3856
8. O -0.5849
9. H 0.3182
10. H 0.2884
11. H 0.3159
12. H 0.2517
13. H 0.5543
14. H 0.2644
15. H 0.2291
16. H 0.3208
17. H 0.2047
18. H 0.2437

***

*iii*
C4H10N2O2 | ωB97M-V/def2-TZVPD

Output
SMILES   CC(N)=O.CC(N)=O
LUMO energy   0.8 eV
Highest occupied orbital energy   -9.46 eV
Net charge   0

Geometry as XYZ:
```
18
C4H10N2O2 ωB97M-V/def2-TZVPD
C -2.160 0.075 -1.082
C -0.906 -0.630 -1.512
N -0.634 -0.578 -2.855
O -0.297 -1.400 -0.795
H -2.703 0.565 -1.888
H -1.953 0.768 -0.263
H -2.790 -0.700 -0.661
H 0.168 -1.130 -3.126
H -1.019 0.101 -3.483
C 1.430 0.110 2.851
C 0.955 0.705 1.526
N 1.645 0.335 0.420
O 0.189 1.650 1.539
H 1.215 -0.952 2.920
H 1.053 0.725 3.657
H 2.512 0.289 2.896
H 1.361 0.693 -0.477
H 1.934 -0.627 0.332
```

Per-atom Mulliken charges, elementary charge units:
1. C -0.8287
2. C 0.6257
3. N -0.4215
4. O -0.5980
5. H 0.3530
6. H 0.2071
7. H 0.2513
8. H 0.2289
9. H 0.1875
10. C -1.0481
11. C 0.6897
12. N -0.4159
13. O -0.6297
14. H 0.3001
15. H 0.3058
16. H 0.3101
17. H 0.2209
18. H 0.2617

***

*iv*
C4H10N2O2 | ωB97M-V/def2-TZVPD

Output
SMILES   O=C1CNCCN1.O
LUMO energy   0.8 eV
Highest occupied orbital energy   -9.27 eV
Net charge   0

Geometry as XYZ:
```
18
C4H10N2O2 ωB97M-V/def2-TZVPD
O 0.468 -1.117 1.917
C 0.163 -0.742 0.789
C 1.178 -0.714 -0.336
N 0.559 -0.762 -1.647
C -0.456 0.265 -1.795
C -1.597 -0.048 -0.846
N -1.080 -0.270 0.503
H 1.779 0.205 -0.170
H 1.849 -1.570 -0.194
H 1.266 -0.689 -2.370
H -0.061 1.279 -1.582
H -0.835 0.265 -2.824
H -2.309 0.787 -0.813
H -2.135 -0.945 -1.189
H -1.761 -0.395 1.245
O 1.359 1.604 3.042
H 0.556 1.846 2.545
H 1.056 1.000 3.726
```

Per-atom Mulliken charges, elementary charge units:
1. O -0.6365
2. C 0.1962
3. C -0.2530
4. N -0.4502
5. C -0.5629
6. C -0.4784
7. N -0.1323
8. H 0.2188
9. H 0.3459
10. H 0.2396
11. H 0.2985
12. H 0.3840
13. H 0.3205
14. H 0.2699
15. H 0.2594
16. O -0.6323
17. H 0.2985
18. H 0.3142

***

Most stable: *iii*. Least stable: *i*.

***

*i*
C4H10N2O2 | ωB97M-V/def2-TZVPD

Output
SMILES   C[C@@H](O)C(=O)N(C)N
LUMO energy   0.8 eV
Highest occupied orbital energy   -8.29 eV
Net charge   0

Geometry as XYZ:
```
18
C4H10N2O2 ωB97M-V/def2-TZVPD
C 2.463 -0.391 -0.747
C 1.439 0.103 0.240
O 1.436 1.490 0.395
C -0.189 -0.694 -0.315
O -0.182 -1.523 -1.180
N -1.077 0.067 0.222
C -2.732 -0.439 -0.236
N -1.094 0.573 1.546
H 2.235 -0.021 -1.749
H 2.455 -1.478 -0.784
H 3.467 -0.057 -0.467
H 1.551 -0.327 1.236
H 1.507 1.900 -0.476
H -3.286 0.488 -0.374
H -3.131 -1.042 0.574
H -2.614 -1.009 -1.151
H -0.313 1.214 1.652
H -1.935 1.147 1.614
```

Per-atom Mulliken charges, elementary charge units:
1. C -1.3222
2. C -0.0203
3. O -0.5569
4. C 0.5239
5. O -0.6124
6. N 0.2200
7. C -0.8069
8. N -0.7083
9. H 0.3662
10. H 0.3337
11. H 0.3716
12. H 0.3932
13. H 0.3328
14. H 0.3022
15. H 0.3035
16. H 0.3323
17. H 0.2890
18. H 0.2588

***

*ii*
C4H10N2O2 | ωB97M-V/def2-TZVPD

Output
SMILES   CC(N)=O.CC(N)=O
LUMO energy   0.7 eV
Highest occupied orbital energy   -9.44 eV
Net charge   0

Geometry as XYZ:
```
18
C4H10N2O2 ωB97M-V/def2-TZVPD
C 0.660 -2.958 -0.955
C 1.919 -2.557 -0.108
N 2.010 -3.201 1.021
O 2.536 -1.544 -0.434
H 0.427 -4.036 -0.920
H 0.773 -2.657 -2.010
H -0.185 -2.401 -0.518
H 1.344 -3.938 1.265
H 2.732 -2.922 1.689
C -2.147 3.697 0.211
C -1.381 2.403 0.462
N -0.246 2.214 -0.193
O -1.836 1.555 1.149
H -3.199 3.780 0.532
H -2.092 3.896 -0.872
H -1.557 4.464 0.740
H -0.121 2.797 -1.024
H 0.365 1.408 -0.037
```

Per-atom Mulliken charges, elementary charge units:
1. C -0.9491
2. C 0.6213
3. N -0.3601
4. O -0.6258
5. H 0.3395
6. H 0.2712
7. H 0.2577
8. H 0.2052
9. H 0.2411
10. C -0.9495
11. C 0.6838
12. N -0.3619
13. O -0.5819
14. H 0.2702
15. H 0.2857
16. H 0.2656
17. H 0.1821
18. H 0.2049

***

*iii*
C4H10N2O2 | ωB97M-V/def2-TZVPD

Output
LUMO energy   0.8 eV
Highest occupied orbital energy   -9.59 eV
Net charge   0

Geometry as XYZ:
```
18
C4H10N2O2 ωB97M-V/def2-TZVPD
C 0.253 1.856 -0.075
C -0.237 1.049 -1.234
C -1.128 1.489 -2.121
N 0.299 -0.285 -1.362
H -0.193 2.863 -0.135
H -0.083 1.394 0.865
H 1.355 1.942 -0.070
H -1.593 0.778 -2.812
H -1.701 2.397 -1.894
H 0.943 -0.347 -0.047
H 0.502 -0.462 -2.352
H -0.287 -1.057 -0.930
N 0.328 -2.214 2.664
C 0.331 -1.730 1.393
O -0.571 -2.131 0.611
O 1.239 -0.786 1.171
H -0.332 -2.932 2.917
H 0.877 -1.825 3.411
```

Per-atom Mulliken charges, elementary charge units:
1. C -1.4071
2. C 0.7290
3. C -0.8392
4. N -0.5388
5. H 0.3342
6. H 0.3709
7. H 0.3143
8. H 0.2945
9. H 0.2781
10. H 0.4855
11. H 0.2724
12. H 0.3573
13. N -0.4120
14. C 0.7816
15. O -0.7648
16. O -0.6651
17. H 0.2114
18. H 0.1980

***

Most stable: *ii*. Least stable: *i*.

***

*i*
C3H3Cl2F | ωB97M-V/def2-TZVPD

Output
SMILES   C=C(Cl)[C@@H](F)Cl
LUMO energy   0.6 eV
Highest occupied orbital energy   -10.36 eV
Net charge   0

Geometry as XYZ:
```
9
C3H3Cl2F ωB97M-V/def2-TZVPD
C -1.625 1.257 -0.683
C -0.764 0.389 -0.282
Cl -1.459 -1.072 0.251
C 0.585 0.670 -0.081
F 0.823 0.975 1.200
Cl 1.856 -0.545 -0.395
H -2.729 1.023 -0.558
H -1.489 2.310 -0.819
H 0.882 1.469 -0.696
```

Per-atom Mulliken charges, elementary charge units:
1. C -0.7901
2. C 0.4848
3. Cl -0.1826
4. C 0.1047
5. F -0.2108
6. Cl -0.1694
7. H 0.2466
8. H 0.2969
9. H 0.2200

***

*ii*
C3H3Cl2F | ωB97M-V/def2-TZVPD

Output
SMILES   C=C(Cl)[C@@H](F)Cl
LUMO energy   0.7 eV
Highest occupied orbital energy   -9.99 eV
Net charge   0

Geometry as XYZ:
```
9
C3H3Cl2F ωB97M-V/def2-TZVPD
C 0.430 -0.782 1.071
C 0.008 0.318 0.427
Cl 0.257 1.888 1.096
C -0.492 0.150 -0.938
F -1.505 0.978 -1.261
Cl 0.873 0.724 -1.910
H 0.898 -0.655 1.995
H 0.344 -1.758 0.656
H -0.811 -0.862 -1.136
```

Per-atom Mulliken charges, elementary charge units:
1. C -0.8699
2. C 0.3936
3. Cl -0.1411
4. C 0.1543
5. F -0.2413
6. Cl -0.1460
7. H 0.3002
8. H 0.2551
9. H 0.2951

***

*iii*
C3H3Cl2F | ωB97M-V/def2-TZVPD

Output
SMILES   F[C@]1(Cl)C[C@H]1Cl
LUMO energy   0.9 eV
Highest occupied orbital energy   -10.26 eV
Net charge   0

Geometry as XYZ:
```
9
C3H3Cl2F ωB97M-V/def2-TZVPD
F -1.515 -0.842 -0.563
C -0.372 -0.754 0.056
Cl 0.243 -2.168 0.867
C -0.379 0.611 0.570
C 0.553 0.138 -0.691
Cl 2.276 0.169 -0.355
H -1.484 0.989 0.439
H 0.094 1.250 1.385
H 0.583 0.609 -1.707
```

Per-atom Mulliken charges, elementary charge units:
1. F -0.2146
2. C 0.5553
3. Cl -0.1593
4. C -0.5617
5. C -0.2580
6. Cl -0.1708
7. H 0.2131
8. H 0.2722
9. H 0.3237

***

Most stable: *ii*. Least stable: *iii*.

***

*i*
C3H3Cl2F | ωB97M-V/def2-TZVPD

Output
LUMO energy   0.8 eV
Highest occupied orbital energy   -8.97 eV
Net charge   0

Geometry as XYZ:
```
9
C3H3Cl2F ωB97M-V/def2-TZVPD
C 1.031 0.549 -0.245
C -0.518 0.250 -0.241
C -0.964 -0.899 0.297
H 1.445 1.633 0.022
H 1.305 0.586 -1.293
H 1.608 -0.240 0.390
F -1.248 1.162 -0.752
Cl -0.143 -2.098 1.252
Cl -2.516 -0.944 0.571
```

Per-atom Mulliken charges, elementary charge units:
1. C -0.8936
2. C 0.5174
3. C 0.1660
4. H 0.2776
5. H 0.2617
6. H 0.2634
7. F -0.2275
8. Cl -0.1690
9. Cl -0.1960

***

*ii*
C3H3Cl2F | ωB97M-V/def2-TZVPD

Output
SMILES   CC(F)=C(Cl)Cl
LUMO energy   0.1 eV
Highest occupied orbital energy   -9.13 eV
Net charge   0

Geometry as XYZ:
```
9
C3H3Cl2F ωB97M-V/def2-TZVPD
C -2.273 -0.223 0.142
C -0.860 -0.663 0.039
F -0.715 -1.833 -0.164
C 0.253 0.089 -0.316
Cl -0.050 1.865 -0.030
Cl 1.929 -0.573 0.113
H -2.706 -0.972 0.994
H -2.909 -0.482 -0.730
H -2.605 0.778 0.619
```

Per-atom Mulliken charges, elementary charge units:
1. C -0.8879
2. C 0.4155
3. F -0.1726
4. C 0.1614
5. Cl -0.1940
6. Cl -0.1637
7. H 0.2587
8. H 0.2659
9. H 0.3168

***

Most stable: *i*. Least stable: *ii*.

***

*i*
C3H4N2O2 | ωB97M-V/def2-TZVPD

Output
SMILES   CONC(=O)C#N
LUMO energy   -0.1 eV
Highest occupied orbital energy   -10.78 eV
Net charge   0

Geometry as XYZ:
```
11
C3H4N2O2 ωB97M-V/def2-TZVPD
C -1.132 0.684 -0.845
O -0.492 -0.443 -0.700
N 0.835 -0.266 -0.495
C 1.316 -0.642 0.745
O 2.490 -0.624 0.908
C 0.285 -0.604 1.793
N -0.356 -0.388 2.758
H -0.718 1.511 -0.183
H -1.401 0.950 -2.101
H -2.237 0.287 -0.506
H 1.411 -0.464 -1.373
```

Per-atom Mulliken charges, elementary charge units:
1. C -0.4772
2. O -0.2206
3. N -0.1613
4. C 0.4397
5. O -0.5044
6. C 0.3046
7. N -0.3663
8. H 0.3094
9. H 0.2192
10. H 0.1810
11. H 0.2759

***

*ii*
C3H4N2O2 | ωB97M-V/def2-TZVPD

Output
SMILES   CC(=O)N(O)C#N
LUMO energy   0.3 eV
Highest occupied orbital energy   -10.44 eV
Net charge   0

Geometry as XYZ:
```
11
C3H4N2O2 ωB97M-V/def2-TZVPD
C 0.469 -1.460 -0.535
C -0.512 -0.341 -0.452
O -1.375 -0.017 -1.254
N -0.218 0.674 0.430
O 0.955 0.664 1.193
C -0.840 1.873 0.054
N -1.297 2.926 0.106
H 0.110 -2.184 -1.268
H 1.464 -1.083 -0.822
H 0.555 -1.947 0.445
H 0.691 0.895 2.104
```

Per-atom Mulliken charges, elementary charge units:
1. C -1.0124
2. C 0.6325
3. O -0.5724
4. N 0.1498
5. O -0.3891
6. C 0.3260
7. N -0.4309
8. H 0.3064
9. H 0.2817
10. H 0.3358
11. H 0.3726

***

*iii*
C3H4N2O2 | ωB97M-V/def2-TZVPD

Output
SMILES   OC1(O)C=CN=N1
LUMO energy (alpha / beta)   -1.3 / -1.3 eV
Highest occupied orbital energy (alpha / beta)   -9.92 / -9.92 eV
Net charge   0

Geometry as XYZ:
```
11
C3H4N2O2 ωB97M-V/def2-TZVPD
O 1.366 0.343 -1.028
C 0.468 0.201 0.088
O 1.255 0.064 1.214
C -0.482 -1.057 -0.264
C -1.687 -0.419 -0.279
N -1.705 0.874 0.035
N -0.410 1.242 0.243
H 2.327 0.610 -0.697
H 1.474 0.945 1.510
H -0.018 -1.995 -0.172
H -2.588 -0.807 -0.651
```

Per-atom Mulliken charges, elementary charge units:
1. O -0.5346
2. C 0.9945
3. O -0.5433
4. C -0.3572
5. C -0.4841
6. N -0.2866
7. N -0.3406
8. H 0.3668
9. H 0.3294
10. H 0.3956
11. H 0.4600

***

Most stable: *ii*. Least stable: *i*.

***

*i*
C3H4N2O2 | ωB97M-V/def2-TZVPD

Output
SMILES   [O-][N+]1=CN=COC1
LUMO energy (alpha / beta)   -0.1 / -0.1 eV
Highest occupied orbital energy (alpha / beta)   -8.45 / -8.45 eV
Net charge   0

Geometry as XYZ:
```
11
C3H4N2O2 ωB97M-V/def2-TZVPD
O -2.186 0.617 -0.043
N -1.085 0.160 0.142
C -0.758 -0.897 -0.443
N 0.504 -1.502 -0.400
C 1.438 -0.789 0.123
O 1.429 0.539 0.453
C 0.107 1.072 0.249
H -1.644 -1.464 -0.841
H 2.318 -1.146 0.649
H -0.117 1.446 -0.799
H -0.005 1.965 0.911
```

Per-atom Mulliken charges, elementary charge units:
1. O -0.6888
2. N 0.5158
3. C -0.1073
4. N -0.4711
5. C 0.1300
6. O -0.3034
7. C -0.4077
8. H 0.3589
9. H 0.3576
10. H 0.3138
11. H 0.3022

***

*ii*
C3H4N2O2 | ωB97M-V/def2-TZVPD

Output
SMILES   CN1C=N1.O=C=O
LUMO energy   0.8 eV
Highest occupied orbital energy   -9.77 eV
Net charge   0

Geometry as XYZ:
```
11
C3H4N2O2 ωB97M-V/def2-TZVPD
C -1.378 -0.503 -0.139
N 0.046 -0.193 0.007
C 0.941 -1.125 -0.539
N 0.841 -1.400 0.666
H -1.578 -1.456 -0.644
H -1.827 -0.525 0.858
H -1.835 0.317 -0.702
H 1.437 -1.397 -1.463
O 2.152 1.680 0.305
C 1.103 2.063 0.647
O 0.099 2.538 1.005
```

Per-atom Mulliken charges, elementary charge units:
1. C -0.8503
2. N -0.1234
3. C 0.1747
4. N -0.4067
5. H 0.3337
6. H 0.2692
7. H 0.2879
8. H 0.2974
9. O -0.4335
10. C 0.8730
11. O -0.4220

***

Most stable: *ii*. Least stable: *i*.

***

*i*
C3H6N2O | ωB97M-V/def2-TZVPD

Output
SMILES   [H]/N=C\C#N.[H][H].C=O
LUMO energy   -0.2 eV
Highest occupied orbital energy   -10.53 eV
Net charge   0

Geometry as XYZ:
```
12
C3H6N2O ωB97M-V/def2-TZVPD
H -0.767 -2.160 -1.015
N -1.321 -1.678 -0.304
C -1.324 -0.425 -0.482
C -0.645 0.266 -1.573
N -0.098 0.830 -2.424
H -1.843 0.223 0.225
H 0.713 -2.096 1.528
H 0.985 -1.409 1.617
C 1.083 1.619 0.603
O 0.839 0.844 1.494
H 1.774 1.370 -0.221
H 0.604 2.615 0.552
```

Per-atom Mulliken charges, elementary charge units:
1. H 0.2538
2. N -0.4806
3. C -0.0307
4. C 0.2547
5. N -0.3699
6. H 0.3864
7. H 0.1530
8. H -0.1495
9. C -0.2621
10. O -0.3699
11. H 0.3157
12. H 0.2991

***

*ii*
C3H6N2O | ωB97M-V/def2-TZVPD

Output
LUMO energy (alpha / beta)   0.3 / 0.3 eV
Highest occupied orbital energy (alpha / beta)   -9.03 / -9.03 eV
Net charge   0

Geometry as XYZ:
```
12
C3H6N2O ωB97M-V/def2-TZVPD
C -0.661 0.415 0.315
C 0.535 -0.423 0.359
C -0.624 1.688 -0.494
N 1.142 -2.643 0.052
N 0.317 -1.775 0.367
O 0.141 0.221 1.466
H -1.579 -0.032 0.520
H 1.914 0.357 -0.662
H -1.410 1.573 -1.256
H 0.329 1.554 -1.072
H -0.741 2.619 0.165
H 0.636 -3.553 0.239
```

Per-atom Mulliken charges, elementary charge units:
1. C 0.1230
2. C -0.0172
3. C -0.9273
4. N -0.6080
5. N 0.1396
6. O -0.3884
7. H 0.4778
8. H 0.1497
9. H 0.2599
10. H 0.2475
11. H 0.2632
12. H 0.2801

***

Most stable: *i*. Least stable: *ii*.